Entry 1:
C35H46N6O3P2Sr as an isolated structure at a distorted geometry. Source: OMol25; level of theory: ωB97M-V/def2-TZVPD.

Properties
- 2S+1: 1
- ΔE to the lowest compared entry with this formula, charge and spin: 119.2 kJ/mol
- HOMO level (alpha / beta): -7.425 / -7.426 eV
- HOMO-LUMO gap (alpha / beta): 6.422 / 6.423 eV

Geometry as XYZ:
```
93
Properties=species:S:1:pos:R:3:forces:R:3
Sr 1.957 -0.121 -1.622 1.67 0.09 0.47
C 1.557 -1.366 3.918 1.10 0.01 0.00
C 0.968 -2.089 2.936 -0.23 0.10 -0.10
C -0.248 -1.682 2.132 -1.08 -0.09 0.40
C -0.168 -0.200 1.650 0.20 -0.24 0.09
C -0.595 0.875 2.638 -0.74 -0.10 0.55
C -0.743 0.814 3.982 -0.05 0.44 -1.17
C -0.559 -0.366 4.903 0.24 -0.38 1.20
C 0.893 -0.919 5.172 -1.49 1.45 -0.42
C 2.220 1.917 -0.328 -0.37 0.65 -0.34
H 2.620 -1.064 3.806 -0.12 -1.68 0.66
H 1.397 -3.037 2.616 1.10 0.82 -0.96
H -1.223 -1.817 2.657 0.42 -0.07 -0.60
H -0.238 -2.316 1.216 -0.14 0.21 0.77
H 0.873 -0.008 1.307 -0.42 0.05 0.30
H -0.809 -0.077 0.754 0.09 -0.04 0.32
H -1.021 1.771 2.151 0.71 -0.27 0.30
H -1.125 1.750 4.457 0.33 -0.89 -0.38
H -1.149 -1.259 4.612 0.09 0.72 -0.02
H -0.954 -0.030 5.877 0.02 -0.37 -0.25
H 1.488 -0.204 5.756 -0.08 -0.06 -0.32
H 0.753 -1.815 5.812 0.23 0.41 -0.33
H 2.551 1.297 0.536 0.24 0.73 -0.28
H 1.512 2.693 0.000 0.12 -0.34 0.11
H 3.048 2.465 -0.850 -0.31 -0.66 0.67
P -2.781 2.104 -1.857 -3.13 2.03 -0.46
P -2.060 -1.371 -2.855 -3.13 -1.95 0.52
N -3.774 2.637 -0.506 0.26 0.69 0.71
N -3.567 3.279 -3.047 0.66 -0.32 -0.26
N -3.115 -2.145 -1.591 0.67 0.89 1.08
N -2.315 -2.682 -4.002 0.43 -0.19 -1.13
C -3.882 0.686 -2.218 0.54 -0.72 -0.21
C -3.374 -0.169 -3.400 0.28 0.42 -0.21
C -3.275 3.514 0.477 -1.33 -0.14 0.24
C -4.342 3.974 1.251 0.64 -0.68 -0.99
C -5.549 3.397 0.712 1.34 -0.62 -1.07
C -5.169 2.609 -0.378 0.22 0.86 1.49
C -2.844 4.182 -3.827 -0.53 -0.11 -0.28
C -3.696 4.787 -4.741 0.30 -0.48 0.48
C -5.000 4.239 -4.535 0.57 -0.72 1.07
C -4.896 3.341 -3.471 0.31 0.39 -0.87
C -2.594 -2.145 -0.286 -1.71 -0.84 0.18
C -3.596 -2.527 0.622 0.77 0.63 -1.51
C -4.810 -2.678 -0.138 1.06 0.45 -0.81
C -4.496 -2.400 -1.475 0.19 -0.22 0.82
C -3.331 -3.650 -4.110 0.45 -0.01 -1.14
C -3.302 -4.198 -5.390 0.47 1.00 0.98
C -2.238 -3.551 -6.104 0.05 0.28 0.38
C -1.649 -2.646 -5.246 -0.63 -0.42 0.35
H -4.922 0.963 -2.391 0.33 0.13 -0.08
H -3.885 0.107 -1.290 -0.04 -0.06 -0.03
H -4.220 -0.700 -3.866 0.49 0.01 0.09
H -2.910 0.485 -4.163 -0.33 -0.27 0.09
H -2.211 3.731 0.513 -0.30 -0.09 0.08
H -4.253 4.642 2.100 -0.04 -0.12 -0.17
H -6.566 3.526 1.059 0.19 0.03 -0.03
H -5.808 2.060 -1.042 0.07 -0.12 0.10
H -1.778 4.299 -3.665 -0.24 0.03 -0.05
H -3.422 5.529 -5.484 0.02 -0.18 0.23
H -5.899 4.445 -5.107 0.19 0.05 0.27
H -5.672 2.752 -3.006 0.18 0.16 -0.17
H -1.567 -1.864 -0.151 0.03 -0.17 0.15
H -3.457 -2.655 1.687 -0.07 0.05 -0.16
H -5.788 -2.936 0.278 0.47 0.10 -0.41
H -5.151 -2.400 -2.340 0.23 0.02 0.20
H -3.950 -3.926 -3.276 0.08 0.11 0.00
H -3.969 -4.960 -5.774 0.17 0.08 0.17
H -1.954 -3.738 -7.138 0.00 0.07 0.40
H -0.795 -1.990 -5.371 -0.18 -0.08 -0.11
C 6.109 -2.377 3.095 -0.13 -0.70 0.07
C 6.873 -1.937 1.856 -0.09 0.40 -0.55
C 6.505 -0.518 1.357 -0.25 -0.11 -0.44
C 6.996 0.635 2.299 0.33 -0.18 -0.56
C 6.264 0.817 3.614 -0.33 -0.11 0.39
C 7.196 -0.329 0.020 1.18 -0.31 0.54
O 8.281 -0.825 -0.254 -1.40 1.20 -0.04
N 6.480 0.558 -0.811 0.63 -0.10 -0.36
C 5.181 0.199 -1.151 -1.53 -0.44 0.18
O 4.622 0.538 -2.229 0.57 -0.34 0.76
N 4.489 -0.523 -0.222 0.43 0.61 -0.63
C 4.986 -0.475 1.063 -1.91 -0.08 1.61
O 4.175 -0.467 2.016 1.24 -0.13 -1.48
H 6.756 -2.503 3.975 -0.20 0.06 -0.24
H 5.705 -3.360 2.809 -0.17 0.24 0.72
H 5.286 -1.684 3.321 0.31 -0.57 -0.02
H 7.968 -2.004 1.972 -0.46 0.11 -0.08
H 6.597 -2.594 1.008 0.33 0.11 0.40
H 8.047 0.394 2.514 -0.12 0.07 -0.09
H 7.019 1.579 1.731 -0.18 -0.24 0.13
H 6.381 -0.078 4.238 -0.05 0.32 -0.05
H 6.681 1.667 4.164 0.04 -0.09 -0.11
H 5.189 0.987 3.484 0.34 -0.02 -0.03
H 7.045 1.130 -1.412 -0.12 -0.16 -0.71
```
Forces are in eV/Å.

Mulliken atomic charge list, values in e, 2 entries: atom 1 (Sr): 1.496, atom 2 (C): -0.406

Entry 2:
C35H47BBaN11O6S as an isolated structure at a distorted geometry. Source: OMol25; level of theory: ωB97M-V/def2-TZVPD.

Properties
- Charge: -1
- 2S+1: 1
- ΔE to the lowest compared entry with this formula, charge and spin: 158.7 kJ/mol
- HOMO level (alpha / beta): -0.667 / -0.673 eV
- HOMO-LUMO gap (alpha / beta): 1.979 / 1.985 eV

Geometry as XYZ:
```
102
Properties=species:S:1:pos:R:3:forces:R:3
Ba 0.628 0.226 -1.050 -0.50 -2.04 1.37
C -3.462 1.545 0.807 0.09 -0.07 0.18
C -2.360 2.484 1.331 0.01 -0.06 -0.03
N -1.331 1.761 2.061 0.13 -0.08 -0.08
C -1.744 1.146 3.319 0.04 -0.01 -0.05
C -1.300 -0.320 3.413 -0.08 -0.02 -0.04
N -1.703 -1.173 2.308 0.16 -0.10 0.03
C -3.135 -1.293 2.045 0.00 0.03 0.04
C -3.478 -0.939 0.592 0.00 0.03 0.10
N -2.921 0.345 0.223 0.28 0.23 -0.29
H -4.110 1.259 1.640 -0.03 0.02 -0.01
H -4.092 2.114 0.111 -0.02 0.01 0.02
H -1.877 2.979 0.484 -0.02 -0.01 -0.01
H -2.846 3.268 1.935 0.03 0.05 -0.02
H -0.484 2.299 2.159 -0.09 0.12 0.12
H -1.350 1.695 4.184 -0.01 -0.01 0.02
H -2.832 1.200 3.395 0.00 0.04 0.00
H -0.206 -0.337 3.456 0.00 -0.04 0.01
H -1.669 -0.748 4.352 0.00 0.04 0.02
H -1.284 -0.798 1.467 0.00 0.05 -0.13
H -3.475 -2.316 2.230 0.00 0.00 0.02
H -3.708 -0.651 2.727 -0.01 0.00 -0.01
H -3.034 -1.677 -0.079 0.02 0.00 0.01
H -4.572 -0.987 0.480 0.00 -0.01 -0.04
H -2.726 0.444 -0.761 -0.17 -0.27 -0.15
O 0.207 3.504 -3.946 0.00 -0.07 -0.24
S 0.396 2.304 -3.211 0.13 0.06 0.08
O 1.092 1.159 -4.139 0.32 0.25 0.24
O -0.800 1.591 -2.763 0.20 0.68 -0.06
O 1.386 2.395 -2.098 -0.48 0.44 -0.51
C 5.061 -0.826 -2.492 0.03 -0.03 0.02
C 4.433 -0.065 -3.642 0.02 -0.22 -0.06
C 4.861 -0.671 -4.971 -0.06 -0.05 -0.01
O 2.986 -0.231 -3.563 0.00 0.60 0.12
B 2.462 0.988 -3.931 -0.27 0.06 -0.32
O 3.370 1.990 -4.076 0.21 -0.15 -0.21
C 4.632 1.489 -3.589 -0.05 -0.01 -0.02
C 5.729 2.012 -4.498 0.06 0.02 0.06
C 4.821 2.028 -2.178 -0.05 0.00 0.04
H 4.897 -1.895 -2.629 -0.01 0.00 -0.01
H 4.626 -0.542 -1.535 0.02 0.04 0.00
H 6.137 -0.642 -2.456 0.00 -0.02 0.00
H 4.555 -1.717 -4.992 0.00 0.00 0.00
H 5.942 -0.618 -5.099 0.00 -0.01 0.00
H 4.381 -0.163 -5.808 0.01 0.01 0.01
H 5.516 1.795 -5.542 0.01 -0.02 0.00
H 6.693 1.574 -4.231 0.00 0.01 -0.01
H 5.801 3.094 -4.383 0.00 0.00 0.00
H 4.046 1.663 -1.502 -0.01 0.01 -0.01
H 4.748 3.114 -2.207 0.00 0.00 0.00
H 5.796 1.748 -1.777 0.00 0.00 0.00
N -2.895 -4.737 -5.331 0.06 -0.04 -0.05
C -3.098 -5.985 -5.878 -0.06 0.02 -0.02
C -3.897 -6.437 -6.906 0.04 0.00 0.01
C -3.873 -7.810 -7.196 -0.01 -0.02 -0.01
C -3.065 -8.669 -6.462 0.01 0.02 0.00
C -2.258 -8.207 -5.420 -0.01 0.00 -0.03
C -2.266 -6.846 -5.111 0.05 0.02 0.09
N -1.598 -6.158 -4.145 -0.03 -0.03 -0.06
C -1.986 -4.864 -4.267 -0.05 0.01 0.08
C -1.603 -3.794 -3.475 -0.06 -0.04 -0.03
C -0.736 -3.974 -2.342 0.03 0.05 -0.07
C -0.480 -2.953 -1.493 0.21 0.06 0.13
N -0.970 -1.647 -1.626 0.23 0.72 0.05
C -1.741 -1.455 -2.773 -0.17 -0.33 -0.14
C -2.066 -2.423 -3.659 0.07 -0.03 0.14
H -3.346 -3.887 -5.608 -0.02 0.00 0.02
H -4.527 -5.759 -7.472 0.00 0.00 0.00
H -4.492 -8.200 -7.995 0.00 0.01 0.00
H -3.065 -9.727 -6.704 0.00 0.00 0.00
H -1.635 -8.885 -4.850 0.00 0.00 0.00
H -0.323 -4.955 -2.148 0.01 0.00 -0.02
H 0.125 -3.136 -0.605 -0.04 -0.01 0.06
H -2.090 -0.442 -2.951 0.02 0.02 0.03
H -2.673 -2.140 -4.513 0.02 0.01 -0.01
C 2.509 -2.459 2.432 0.01 0.02 0.04
C 3.079 -1.082 2.401 -0.06 -0.09 -0.14
N 2.397 0.010 2.155 -0.19 0.22 -0.33
C 3.304 1.049 2.199 0.05 -0.07 -0.02
C 4.547 0.575 2.469 0.03 -0.04 -0.13
N 4.400 -0.793 2.588 -0.04 0.04 0.19
C 5.434 -1.730 2.964 0.03 -0.10 0.02
N 6.222 -1.210 4.052 -0.05 0.14 -0.09
N 7.548 -0.993 3.891 0.02 0.00 -0.02
N 8.011 -0.393 4.917 -0.03 0.00 0.05
C 6.968 -0.163 5.794 0.06 0.02 -0.04
C 6.943 0.486 7.032 0.00 0.01 0.03
C 5.723 0.594 7.656 -0.01 -0.01 -0.01
C 4.547 0.070 7.075 0.01 0.02 0.02
C 4.556 -0.573 5.861 0.02 0.00 -0.03
C 5.803 -0.675 5.233 -0.05 -0.12 0.06
H 1.477 -2.413 2.090 -0.02 0.00 0.04
H 2.514 -2.878 3.442 0.00 0.00 -0.01
H 3.054 -3.137 1.775 -0.01 0.00 -0.01
H 3.007 2.070 2.025 0.00 0.00 0.03
H 5.502 1.059 2.584 0.00 0.00 0.01
H 6.121 -1.928 2.142 0.05 0.03 0.03
H 4.956 -2.663 3.258 -0.04 0.00 -0.03
H 7.848 0.887 7.465 0.00 0.00 0.00
H 5.653 1.097 8.612 0.00 -0.01 0.00
H 3.608 0.186 7.602 0.00 0.00 0.00
H 3.650 -0.959 5.414 0.00 0.01 0.00
```
Forces are in eV/Å.

Mulliken atomic charge list, values in e, 2 entries: atom 1 (Ba): 0.825, atom 2 (C): -0.929